No. 1
The following is a DFT calculation (wB97M-V/def2-TZVPD) of C11H8O2RhS6 as an isolated structure.

The geometry in ORCA input format:
```
! wB97M-V def2-TZVPD RIJCOSX def2/J DEFGRID3
* xyz -1 1
Rh -1.116 -0.253 1.090
S 5.276 0.733 4.266
C 3.802 0.545 3.549
S 2.298 0.698 4.398
C 1.242 0.214 3.100
C 1.863 -0.123 1.936
S 0.966 -0.647 0.544
S 3.601 -0.007 1.921
S -0.480 0.132 3.259
C -1.091 1.699 0.455
H -2.134 2.030 0.502
H -0.744 1.777 -0.574
H -0.478 2.325 1.101
O -8.074 1.045 1.444
C -7.683 0.776 0.171
O -8.481 0.911 -0.720
C -6.289 0.323 -0.030
C -5.915 -0.083 -1.318
C -4.638 -0.515 -1.585
C -3.663 -0.573 -0.576
S -2.059 -1.134 -0.907
C -4.047 -0.171 0.712
C -5.324 0.276 0.979
H -7.356 0.852 2.051
H -6.658 -0.039 -2.103
H -4.365 -0.810 -2.590
H -3.340 -0.223 1.544
H -5.532 0.585 1.999
*
```

## Properties
Energy relative to the best compared isomer or geometry (same formula, charge and spin): 14.6 kJ/mol
Electronic energy: -83655.0001 eV
Molecular weight: 467.491 g/mol
HOMO energy: -4.4 eV
Lowest unoccupied orbital energy: 2.154 eV

Löwdin atomic charge list, values in e, 6 entries: 0.16, 0.46, -1.52, 0.88, -1.15, -1.12

***

No. 2
The following is a DFT calculation (wB97M-V/def2-TZVPD) of C11H9F15NO8S2 as an isolated structure at a distorted geometry.

The geometry in ORCA input format:
```
! wB97M-V def2-TZVPD RIJCOSX def2/J DEFGRID3
* xyz -1 1
C -1.698 6.498 0.878
C -2.618 6.069 -0.355
O -4.013 6.361 -0.016
C -2.509 4.489 -0.720
O -1.731 3.749 0.250
C -1.879 2.359 0.092
O -2.785 1.782 -0.519
O -0.848 1.550 0.687
C 0.343 1.894 -0.096
C 1.406 0.667 -0.151
F 0.817 -0.529 0.345
F 2.467 1.040 0.702
C 1.819 0.511 -1.693
F 2.128 1.773 -2.297
F 0.643 0.045 -2.352
C 3.069 -0.440 -1.968
F 2.745 -1.736 -1.473
F 4.236 -0.060 -1.240
C 3.522 -0.555 -3.499
F 2.574 -0.134 -4.431
F 4.014 -1.843 -3.825
F 4.639 0.318 -3.659
H -1.991 6.033 1.874
H -1.828 7.637 1.012
H -0.604 6.345 0.594
H -2.376 6.705 -1.279
H -4.255 7.153 -0.544
H -2.046 4.460 -1.775
H -3.599 4.133 -0.807
H 0.868 2.763 0.431
H -0.019 2.210 -1.125
C 0.151 -5.814 4.339
F -0.232 -6.512 5.426
F -0.100 -4.514 4.607
F 1.497 -5.925 4.265
S -0.674 -6.377 2.808
O -2.087 -6.161 3.058
O -0.281 -7.767 2.675
N 0.032 -5.349 1.828
S -0.418 -5.509 0.315
O -1.778 -5.113 0.002
O 0.045 -6.701 -0.370
C 0.617 -4.163 -0.361
F 1.934 -4.368 -0.137
F 0.329 -2.966 0.196
F 0.475 -4.010 -1.692
*
```

## Properties
Electronic energy: -91854.0883 eV
Molecular weight: 632.296 g/mol
HOMO energy: -6.4 eV
Lowest unoccupied orbital energy: 1.577 eV

Löwdin atomic charge list, values in e, 6 entries: -0.07, -0.35, -0.09, -0.11, -0.01, -0.44

***

No. 3
The following is a DFT calculation (wB97M-V/def2-TZVPD) of the molecule C11H9FN2O at a distorted geometry.

The geometry in ORCA input format:
```
! wB97M-V def2-TZVPD RIJCOSX def2/J DEFGRID3
* xyz 0 1
N -2.412 1.921 0.869
C -2.345 0.715 0.308
C -3.336 -0.294 0.243
C -3.019 -1.417 -0.581
C -1.781 -1.523 -1.166
N -0.704 -0.758 -0.746
C -1.100 0.291 -0.040
O -0.160 1.231 0.147
C 1.109 0.478 0.057
C 2.085 1.028 -0.848
C 3.409 0.680 -0.866
C 3.784 -0.267 0.055
C 2.895 -0.898 0.799
C 1.478 -0.656 0.791
F 0.730 -1.474 1.535
H -3.381 2.405 1.021
H -1.538 2.375 0.806
H -4.335 -0.230 1.068
H -3.758 -2.187 -0.673
H -1.632 -2.459 -1.591
H 1.722 2.060 -1.199
H 4.028 1.280 -1.505
H 4.862 -0.561 0.084
H 3.398 -1.740 1.431
*
```

## Properties
Electronic energy: -19294.8247 eV
Molecular weight: 204.204 g/mol
HOMO energy: -7.9 eV
Lowest unoccupied orbital energy: 0.925 eV
SMILES string: Nc1cccnc1Oc1ccccc1F

Löwdin atomic charge list, values in e, 6 entries: 0.12, -0.32, -0.01, -0.10, -0.12, 0.15

***

No. 4
The following is a DFT calculation (wB97M-V/def2-TZVPD) of the molecule C11H9N3 at a distorted geometry.

The geometry in ORCA input format:
```
! wB97M-V def2-TZVPD RIJCOSX def2/J DEFGRID3
* xyz 0 1
C -3.357 -1.621 0.066
C -2.256 -0.672 -0.033
C -2.494 0.747 0.110
C -1.551 1.667 -0.065
C -0.229 1.296 -0.112
C 0.858 2.159 -0.049
C 2.182 1.661 0.031
N 2.438 0.236 0.167
C 3.520 -0.538 -0.071
C 2.997 -1.823 -0.003
N 1.641 -1.783 0.040
C 1.319 -0.552 0.029
C 0.014 -0.109 -0.056
N -1.003 -1.092 -0.284
H -3.001 -2.540 -0.398
H -3.584 -2.005 1.130
H -4.272 -1.216 -0.417
H -3.581 0.993 0.173
H -1.699 2.738 0.028
H 0.730 3.203 -0.143
H 3.082 2.150 0.162
H 4.605 -0.184 -0.178
H 3.638 -2.714 -0.128
*
```

## Properties
Energy relative to the best compared isomer or geometry (same formula, charge and spin): 46.3 kJ/mol
Electronic energy: -16021.8146 eV
Molecular weight: 183.214 g/mol
HOMO energy: -8.0 eV
Lowest unoccupied orbital energy: 0.395 eV
SMILES string: Cc1ccc2ccn3ccnc3c2n1

Löwdin atomic charge list, values in e, 6 entries: -0.06, -0.33, -0.03, -0.05, -0.20, -0.01

***

The highest HOMO energy belongs to which entry?
C11H8O2RhS6